Version A
2 unconnected molecules or ions with the total composition C7H18. Source: the OMol25 dataset; level of theory: the ωB97M-V functional and the def2-TZVPD basis.

Output
Frontier orbital gap: 11.33 eV
Structure (SMILES): CC(C)C.CCC

CARTESIAN COORDINATES (ANGSTROEM)
C (-0.53, -0.86, 1.12)
C (0.71, -0.06, 1.47)
C (0.47, 0.87, 2.72)
C (1.93, -0.85, 1.80)
H (-0.53, -1.75, 1.62)
H (-0.49, -1.45, 0.23)
H (-1.33, -0.12, 1.12)
H (0.95, 0.66, 0.54)
H (-0.15, 0.33, 3.46)
H (1.24, 1.16, 3.41)
H (-0.04, 1.75, 2.54)
H (2.92, -0.55, 1.41)
H (2.05, -0.90, 2.85)
H (1.93, -1.69, 1.20)
C (-1.83, -0.57, -2.47)
C (-0.31, -0.08, -2.18)
C (-0.19, 1.40, -2.42)
H (-2.22, -0.07, -3.33)
H (-1.64, -1.60, -2.60)
H (-2.48, -0.43, -1.64)
H (-0.24, -0.01, -1.02)
H (0.35, -0.83, -2.58)
H (0.41, 1.70, -3.27)
H (-1.12, 1.94, -2.59)
H (0.13, 2.01, -1.36)

***

Version B
2 unconnected molecules or ions with the total composition C7H18. Source: the OMol25 dataset; level of theory: the ωB97M-V functional and the def2-TZVPD basis.

Output
Frontier orbital gap: 11.91 eV
Structure (SMILES): CC(C)C.CCC

CARTESIAN COORDINATES (ANGSTROEM)
C (0.39, -0.49, 1.40)
C (1.43, -0.27, 0.30)
C (2.15, -1.58, -0.01)
C (2.36, 0.87, 0.68)
H (-0.29, -1.30, 1.14)
H (-0.19, 0.41, 1.58)
H (0.90, -0.75, 2.33)
H (0.95, 0.04, -0.63)
H (2.91, -1.43, -0.78)
H (1.43, -2.32, -0.37)
H (2.63, -1.98, 0.89)
H (3.11, 1.03, -0.10)
H (1.79, 1.79, 0.80)
H (2.88, 0.67, 1.61)
C (-1.72, 1.74, -0.72)
C (-1.63, 0.30, -1.20)
C (-2.68, -0.62, -0.59)
H (-0.86, 2.31, -1.06)
H (-1.74, 1.78, 0.37)
H (-2.62, 2.21, -1.09)
H (-1.72, 0.28, -2.29)
H (-0.66, -0.11, -0.96)
H (-2.45, -1.66, -0.83)
H (-2.69, -0.52, 0.49)
H (-3.67, -0.39, -0.97)

***

Which structure is the least stable? The one labeled version A.

***

Version A
2 unconnected molecules or ions with the total composition C4H9NO. Source: the OMol25 dataset; level of theory: the ωB97M-V functional and the def2-TZVPD basis.

Output
Charge: -1
Frontier orbital gap (spin up / spin down): 3.80 / 7.99 eV
⟨S²⟩: 0.75
Multiplicity: 2

CARTESIAN COORDINATES (ANGSTROEM)
C (0.53, 0.94, -1.85)
C (-0.76, 1.37, 0.04)
N (0.38, 1.03, -0.41)
H (1.43, 1.49, -2.04)
H (0.52, -0.15, -2.23)
H (-0.25, 1.55, -2.42)
H (-1.22, 1.05, 0.98)
H (-1.43, 1.81, -0.55)
O (-0.04, -2.39, -0.32)
C (0.43, -1.55, 0.48)
C (-0.20, -1.07, 1.80)
H (1.46, -1.26, 0.24)
H (-1.30, -0.91, 1.58)
H (0.08, -1.70, 2.61)
H (0.36, -0.23, 2.08)

***

Version B
2 unconnected molecules or ions with the total composition C4H9NO. Source: the OMol25 dataset; level of theory: the ωB97M-V functional and the def2-TZVPD basis.

Output
Charge: -1
Frontier orbital gap (spin up / spin down): 3.42 / 7.08 eV
⟨S²⟩: 0.75
Multiplicity: 2

CARTESIAN COORDINATES (ANGSTROEM)
C (-0.58, -1.12, 1.74)
C (-0.81, -1.55, 0.43)
N (0.20, -2.28, -0.35)
H (0.21, -1.56, 2.34)
H (-1.18, -0.40, 2.27)
H (-1.76, -1.45, -0.09)
H (1.02, -2.50, 0.19)
H (-0.24, -3.17, -0.57)
C (0.94, 2.79, -1.38)
C (0.18, 2.02, -0.58)
O (-0.29, 0.81, -0.82)
H (1.51, 3.59, -0.92)
H (0.77, 2.65, -2.45)
H (0.11, 2.22, 0.50)
H (-0.07, -0.05, -0.32)

***

Which structure is the least stable? The one labeled version B.

***

Version A
2 unconnected molecules or ions with the total composition C10H13O2. Source: the OMol25 dataset; level of theory: the ωB97M-V functional and the def2-TZVPD basis.

Output
Charge: -1
Frontier orbital gap: 7.43 eV

CARTESIAN COORDINATES (ANGSTROEM)
C (0.64, -1.43, -2.04)
C (1.06, -0.01, -2.42)
C (-0.93, -1.57, -2.03)
O (-1.49, -1.16, -3.05)
O (-1.38, -2.10, -0.98)
H (0.94, -2.14, -2.82)
H (1.05, -1.79, -1.09)
H (2.09, 0.17, -2.07)
H (0.38, 0.69, -1.95)
H (1.07, 0.26, -3.46)
C (0.33, -1.45, 2.01)
C (-1.19, 0.50, 2.20)
C (0.04, 0.01, 1.76)
C (-1.56, 1.79, 1.79)
C (0.91, 0.80, 1.03)
C (-0.80, 2.50, 0.89)
C (0.48, 2.04, 0.54)
H (-1.92, -0.12, 2.69)
H (-2.47, 2.23, 2.21)
H (-0.10, -1.79, 2.95)
H (1.37, -1.74, 1.98)
H (1.82, 0.39, 0.62)
H (-1.11, 3.39, 0.35)
H (0.94, 2.51, -0.31)
H (-0.19, -1.97, 1.19)

***

Version B
2 unconnected molecules or ions with the total composition C10H13O2. Source: the OMol25 dataset; level of theory: the ωB97M-V functional and the def2-TZVPD basis.

Output
Charge: -1
Frontier orbital gap: 7.13 eV

CARTESIAN COORDINATES (ANGSTROEM)
C (-0.52, 2.21, -0.95)
C (-1.45, 3.32, -1.54)
C (1.06, 2.45, -0.94)
O (1.81, 1.53, -1.29)
O (1.46, 3.58, -0.74)
H (-0.95, 2.13, 0.04)
H (-0.45, 1.20, -1.59)
H (-0.89, 4.08, -2.30)
H (-1.95, 3.95, -0.81)
H (-2.30, 2.86, -2.10)
C (-1.06, -0.56, 2.15)
C (0.81, -0.83, 0.40)
C (-0.14, -1.37, 1.30)
C (1.60, -1.57, -0.53)
C (1.38, -2.92, -0.55)
C (-0.13, -2.81, 1.39)
C (0.57, -3.54, 0.43)
H (1.06, 0.23, 0.46)
H (2.30, -1.18, -1.25)
H (-0.60, 0.31, 2.31)
H (-1.07, -1.06, 3.04)
H (1.57, -3.66, -1.34)
H (-0.52, -3.27, 2.23)
H (0.53, -4.60, 0.40)
H (-2.12, -0.46, 1.79)

***

Version C
2 unconnected molecules or ions with the total composition C10H13O2. Source: the OMol25 dataset; level of theory: the ωB97M-V functional and the def2-TZVPD basis.

Output
Charge: -1
Frontier orbital gap: 7.33 eV

CARTESIAN COORDINATES (ANGSTROEM)
C (0.02, -1.72, -2.17)
C (1.18, -2.61, -1.73)
C (-1.34, -2.38, -1.76)
O (-1.49, -2.55, -0.53)
O (-2.11, -2.65, -2.70)
H (0.09, -0.76, -1.65)
H (0.07, -1.48, -3.23)
H (1.21, -2.68, -0.65)
H (2.17, -2.23, -2.00)
H (1.01, -3.63, -2.08)
C (-0.81, 3.35, 0.25)
C (-0.84, 0.89, 0.62)
C (-0.32, 2.12, 0.98)
C (-0.33, -0.30, 1.14)
C (0.65, 2.18, 1.97)
C (0.65, -0.21, 2.11)
C (1.16, 1.01, 2.53)
H (-1.59, 0.80, -0.16)
H (-0.65, -1.27, 0.74)
H (-0.64, 3.28, -0.81)
H (-0.29, 4.25, 0.57)
H (1.03, 3.13, 2.32)
H (1.09, -1.13, 2.51)
H (1.94, 1.07, 3.27)
H (-1.86, 3.52, 0.47)

***

Which structure is the least stable? The one labeled version B.

***

Version A
2 unconnected molecules or ions with the total composition C2HOS2. Source: the OMol25 dataset; level of theory: the ωB97M-V functional and the def2-TZVPD basis.

Output
Charge: -1
Frontier orbital gap: 5.62 eV

CARTESIAN COORDINATES (ANGSTROEM)
C (-0.96, -0.57, -0.41)
C (0.98, 0.82, 0.68)
O (0.56, 1.57, 1.51)
S (2.20, 0.09, 0.04)
S (-0.90, -2.06, -0.98)
H (-1.87, 0.15, -0.84)

***

Version B
2 unconnected molecules or ions with the total composition C2HOS2. Source: the OMol25 dataset; level of theory: the ωB97M-V functional and the def2-TZVPD basis.

Output
Charge: -1
Frontier orbital gap: 4.87 eV

CARTESIAN COORDINATES (ANGSTROEM)
C (-0.14, -0.06, -1.26)
C (0.22, 0.23, 1.62)
O (1.35, 0.55, 1.56)
S (-1.22, -0.13, 2.13)
S (0.22, -1.39, -2.14)
H (-0.43, 0.80, -1.91)

***

Which structure is the least stable? The one labeled version A.

***

Version A
9 unconnected molecules or ions with the total composition H17O9. Source: the OMol25 dataset; level of theory: the ωB97M-V functional and the def2-TZVPD basis.

Output
Charge: -1
Frontier orbital gap: 9.85 eV

CARTESIAN COORDINATES (ANGSTROEM)
O (1.11, 3.19, 0.24)
H (1.70, 2.82, 0.75)
H (0.66, 2.44, -0.24)
O (-1.88, -0.86, -1.05)
H (-1.30, 0.00, -1.13)
O (0.65, -0.97, -2.33)
H (0.30, -0.20, -1.75)
H (0.55, -1.99, -2.13)
O (0.07, 1.03, -1.02)
H (-0.13, 1.72, -1.63)
H (0.63, 0.18, 0.35)
O (2.20, -2.86, 0.47)
H (2.80, -2.25, -0.01)
H (1.20, -2.28, 0.57)
O (2.48, 1.40, -0.34)
H (2.06, 0.93, -1.13)
H (3.24, 0.83, -0.11)
O (0.14, -0.72, 0.75)
H (-0.72, -0.78, 0.58)
H (-2.03, -1.32, -1.79)
O (-3.64, 0.91, -0.01)
H (-3.97, 0.18, 0.58)
H (-2.87, 0.44, -0.42)
O (-1.11, -1.01, 3.46)
H (-0.73, -1.53, 2.77)
H (-1.39, -0.06, 3.28)

***

Version B
9 unconnected molecules or ions with the total composition H17O9. Source: the OMol25 dataset; level of theory: the ωB97M-V functional and the def2-TZVPD basis.

Output
Charge: -1
Frontier orbital gap: 9.07 eV

CARTESIAN COORDINATES (ANGSTROEM)
O (-6.14, -18.15, -8.45)
H (-6.92, -17.58, -8.59)
O (-6.82, -18.29, -11.08)
H (-7.36, -17.51, -11.09)
H (-6.40, -18.33, -10.25)
O (-8.56, -19.20, -7.92)
H (-7.63, -19.06, -8.17)
H (-8.98, -18.82, -8.69)
O (-5.88, -20.70, -8.02)
H (-6.00, -19.74, -8.28)
H (-6.34, -20.72, -7.16)
O (-5.31, -15.67, -8.82)
H (-5.59, -16.58, -8.73)
H (-5.87, -15.14, -8.26)
O (-6.81, -17.39, -6.05)
H (-6.58, -17.65, -6.95)
H (-7.54, -17.94, -5.83)
O (-8.91, -16.14, -8.92)
H (-9.53, -16.36, -8.23)
H (-9.20, -15.27, -9.15)
O (-4.30, -18.93, -5.98)
H (-4.92, -18.48, -6.53)
H (-4.21, -18.46, -5.15)
O (-3.88, -18.86, -9.49)
H (-4.07, -19.68, -9.90)
H (-4.68, -18.66, -9.00)

***

Which structure is the least stable? The one labeled version A.

***

Version A
9 unconnected molecules or ions with the total composition H17O9. Source: the OMol25 dataset; level of theory: the ωB97M-V functional and the def2-TZVPD basis.

Output
Charge: -1
Frontier orbital gap: 9.51 eV

CARTESIAN COORDINATES (ANGSTROEM)
O (0.36, -0.20, 0.29)
H (0.23, -0.82, -0.59)
O (-1.54, 2.71, -1.26)
H (-1.29, 3.50, -1.44)
H (-1.08, 2.29, -0.50)
O (0.99, -1.11, 2.77)
H (0.71, -1.96, 2.75)
H (0.79, -0.82, 1.98)
O (-2.38, -1.06, -2.15)
H (-2.91, -1.70, -2.65)
H (-1.81, -1.49, -1.48)
O (-1.22, -2.40, 0.11)
H (-0.85, -1.55, 0.17)
H (-0.58, -3.06, -0.18)
O (1.92, 1.74, 1.44)
H (1.58, 0.98, 1.18)
H (1.23, 2.29, 1.82)
O (1.03, 1.11, -1.90)
H (0.44, 0.97, -2.66)
H (0.49, 0.84, -1.12)
O (3.20, -1.01, 0.31)
H (2.34, -0.71, 0.28)
H (3.83, -0.30, 0.04)
O (-1.90, 0.81, 1.18)
H (-2.65, 0.54, 0.69)
H (-0.94, 0.39, 0.92)

***

Version B
9 unconnected molecules or ions with the total composition H17O9. Source: the OMol25 dataset; level of theory: the ωB97M-V functional and the def2-TZVPD basis.

Output
Charge: -1
Frontier orbital gap: 9.53 eV

CARTESIAN COORDINATES (ANGSTROEM)
O (-2.87, -1.81, -1.49)
H (-3.03, 0.19, 1.70)
H (-1.49, 0.92, 1.00)
O (3.75, 0.04, 0.81)
H (3.04, 0.69, 0.90)
O (1.31, 1.51, 2.86)
H (0.40, 1.71, 2.59)
H (1.22, 0.55, 2.87)
O (0.26, -2.63, 0.73)
H (0.74, 0.10, -3.47)
H (1.19, -2.87, 0.85)
O (-1.63, 0.71, 0.07)
H (-2.37, -0.98, -1.53)
H (0.37, -1.81, 0.10)
O (0.11, 0.56, -2.89)
H (0.95, -0.35, 0.07)
H (0.24, -0.05, -2.02)
O (-2.76, -0.06, 2.60)
H (-2.33, -0.86, 2.24)
H (3.35, -0.49, 0.11)
O (0.84, 2.69, -1.79)
H (1.11, 1.75, -2.01)
H (0.29, 2.76, -1.01)
O (0.44, -0.57, -0.72)
H (-0.71, 0.49, -0.29)
H (-2.42, -2.18, -2.27)

***

Which structure is the least stable? The one labeled version A.

***

Version A
C5H11N3 in the gas phase. Source: the OMol25 dataset; level of theory: the ωB97M-V functional and the def2-TZVPD basis.

Output
Frontier orbital gap: 9.27 eV
Structure (SMILES): [H]/N=C\N=C(/C)N(C)C

CARTESIAN COORDINATES (ANGSTROEM)
H (3.28, -1.02, -1.01)
N (3.27, -0.27, -0.29)
C (2.09, -0.09, 0.22)
N (0.89, -0.70, 0.11)
C (-0.13, 0.12, 0.06)
C (0.21, 1.68, 0.09)
N (-1.44, -0.21, 0.01)
C (-1.70, -1.65, 0.10)
C (-2.48, 0.76, -0.25)
H (2.22, 0.73, 0.91)
H (0.32, 2.03, 1.13)
H (-0.58, 2.42, -0.23)
H (1.20, 1.90, -0.38)
H (-2.69, -1.83, -0.35)
H (-1.67, -1.87, 1.18)
H (-0.93, -2.18, -0.44)
H (-2.49, 1.05, -1.30)
H (-3.48, 0.42, 0.03)
H (-2.24, 1.66, 0.34)

***

Version B
C5H11N3 in the gas phase. Source: the OMol25 dataset; level of theory: the ωB97M-V functional and the def2-TZVPD basis.

Output
Frontier orbital gap: 9.94 eV
Structure (SMILES): [H]/N=C(\N)N1[C@H](C)[C@H]1C

CARTESIAN COORDINATES (ANGSTROEM)
H (-2.40, 0.43, 2.09)
N (-1.40, 0.24, 1.57)
C (-1.11, 0.79, 0.45)
N (-1.63, 1.71, -0.53)
N (0.25, 0.57, 0.09)
C (0.64, -0.32, -0.90)
C (-0.37, -0.99, -1.74)
C (0.74, -0.74, 0.46)
C (2.03, -0.55, 1.18)
H (-0.86, 2.57, -0.45)
H (-2.46, 2.10, -0.38)
H (1.47, -0.06, -1.61)
H (0.17, -1.65, -2.51)
H (-1.08, -1.78, -1.08)
H (-1.00, -0.13, -2.26)
H (-0.16, -1.27, 0.92)
H (2.94, -1.31, 1.60)
H (2.52, 0.38, 0.88)
H (1.70, -0.01, 2.22)

***

Version C
C5H11N3 in the gas phase. Source: the OMol25 dataset; level of theory: the ωB97M-V functional and the def2-TZVPD basis.

Output
Frontier orbital gap: 8.66 eV
Structure (SMILES): Cc1c(C)n(N)n1C

CARTESIAN COORDINATES (ANGSTROEM)
C (-1.64, -1.49, 0.24)
C (-0.52, -0.52, 0.18)
C (0.79, -0.53, -0.15)
C (1.92, -1.48, -0.27)
N (0.86, 0.89, -0.26)
N (1.87, 1.56, 0.40)
N (-0.59, 0.89, 0.34)
C (-1.61, 1.64, -0.36)
H (-2.34, -1.34, -0.59)
H (-2.19, -1.39, 1.17)
H (-1.25, -2.51, 0.17)
H (1.61, -2.36, -0.83)
H (2.75, -1.00, -0.79)
H (2.27, -1.81, 0.72)
H (1.90, 1.38, 1.40)
H (1.82, 2.55, 0.21)
H (-2.58, 1.40, 0.08)
H (-1.65, 1.42, -1.44)
H (-1.42, 2.70, -0.23)

***

Which structure is the least stable? The one labeled version B.

***

Version A
CH5N2P in the gas phase. Source: the OMol25 dataset; level of theory: the ωB97M-V functional and the def2-TZVPD basis.

Output
Frontier orbital gap (spin up / spin down): 8.42 / 8.42 eV
Structure (SMILES): C/N=P/N

CARTESIAN COORDINATES (ANGSTROEM)
C (0.19, -1.05, -1.08)
N (-0.80, -0.39, -0.30)
P (-0.25, 0.90, 0.72)
N (-1.79, 1.24, 1.23)
H (0.91, -1.83, -0.48)
H (0.92, -0.46, -1.66)
H (-0.38, -1.69, -1.78)
H (-2.62, 0.64, 0.98)
H (-2.06, 2.01, 1.82)

***

Version B
CH5N2P in the gas phase. Source: the OMol25 dataset; level of theory: the ωB97M-V functional and the def2-TZVPD basis.

Output
Frontier orbital gap: 10.01 eV
Structure (SMILES): [H]/N=P(\C)=N\[H]

CARTESIAN COORDINATES (ANGSTROEM)
H (-1.34, -2.30, 0.16)
N (-1.52, -1.33, 0.26)
P (-0.72, -0.07, 0.02)
C (1.19, 0.05, -0.01)
N (-1.40, 1.31, -0.21)
H (-0.85, 2.03, -0.64)
H (1.40, 0.12, 1.04)
H (1.85, -0.88, -0.24)
H (1.38, 1.07, -0.37)

***

Which structure is the least stable? The one labeled version B.